1.
{"formula": "C62H154O31S7", "method": "wB97M-V/def2-TZVPD", "homo_lumo_gap_ev": 8.91, "e_lumo_ev": 0.5, "relative_energy_kj_mol": 0.00, "spin_multiplicity": 1, "total_charge": 0, "homo_ev": -8.45, "max_force_ev_per_a": 3.1, "species": ["C", "S", "O", "C", "H", "H", "H", "H", "H", "H", "C", "S", "O", "C", "H", "H", "H", "H", "H", "H", "C", "S", "O", "C", "H", "H", "H", "H", "H", "H", "C", "S", "O", "C", "H", "H", "H", "H", "H", "H", "C", "S", "O", "C", "H", "H", "H", "H", "H", "H", "C", "S", "O", "C", "H", "H", "H", "H", "H", "H", "C", "S", "O", "C", "H", "H", "H", "H", "H", "H", "C", "O", "C", "C", "O", "C", "C", "O", "C", "H", "H", "H", "H", "H", "H", "H", "H", "H", "H", "H", "H", "H", "H", "C", "O", "C", "C", "O", "C", "C", "O", "C", "H", "H", "H", "H", "H", "H", "H", "H", "H", "H", "H", "H", "H", "H", "C", "O", "C", "C", "O", "C", "C", "O", "C", "H", "H", "H", "H", "H", "H", "H", "H", "H", "H", "H", "H", "H", "H", "C", "O", "C", "C", "O", "C", "C", "O", "C", "H", "H", "H", "H", "H", "H", "H", "H", "H", "H", "H", "H", "H", "H", "C", "O", "C", "C", "O", "C", "C", "O", "C", "H", "H", "H", "H", "H", "H", "H", "H", "H", "H", "H", "H", "H", "H", "C", "O", "C", "C", "O", "C", "C", "O", "C", "H", "H", "H", "H", "H", "H", "H", "H", "H", "H", "H", "H", "H", "H", "C", "O", "C", "C", "O", "C", "C", "O", "C", "H", "H", "H", "H", "H", "H", "H", "H", "H", "H", "H", "H", "H", "H", "C", "O", "C", "C", "O", "C", "C", "O", "C", "H", "H", "H", "H", "H", "H", "H", "H", "H", "H", "H", "H", "H", "H"], "xyz": [[-7.86107, 0.38048, -2.04173], [-7.87251, 0.73730, -0.25353], [-8.19353, -0.57888, 0.37496], [-6.11265, 1.00193, -0.18913], [-7.99756, 1.32184, -2.52383], [-8.69953, -0.23439, -2.26731], [-6.95044, -0.10576, -2.37829], [-5.82249, 1.20030, 0.84315], [-5.90423, 1.85057, -0.88720], [-5.60913, 0.12010, -0.47397], [-2.76415, 3.49669, -3.01371], [-4.12660, 3.05021, -4.15027], [-5.41113, 3.43129, -3.54078], [-3.62486, 4.41725, -5.33252], [-3.04388, 3.00937, -2.04114], [-2.62217, 4.56790, -2.89820], [-1.80363, 3.08623, -3.34929], [-2.57300, 4.32301, -5.63774], [-3.67456, 5.37530, -4.81357], [-4.32128, 4.43488, -6.16077], [-0.10746, -3.48782, -0.55933], [-1.34120, -4.35105, -1.59395], [-1.36967, -3.47661, -2.83836], [-0.33832, -5.76662, -2.02136], [0.72934, -3.25566, -1.22176], [0.34397, -4.17292, 0.20784], [-0.58191, -2.63486, 0.02243], [0.64837, -5.38688, -2.36683], [-0.85304, -6.14305, -2.90208], [-0.18713, -6.58306, -1.27092], [1.36760, -3.04323, 3.58964], [0.06421, -4.12764, 3.14852], [-0.13621, -5.11607, 4.26261], [-1.24049, -2.91021, 3.22001], [1.51627, -2.47688, 2.71090], [2.32468, -3.56580, 3.70853], [1.14814, -2.35203, 4.39549], [-1.44553, -2.66250, 4.28155], [-2.15302, -3.39878, 2.74143], [-0.89892, -2.08497, 2.64429], [9.18644, 1.64987, 1.15341], [7.53647, 2.37385, 0.51680], [6.61650, 1.20147, 0.60640], [7.24011, 3.44643, 2.01487], [9.89909, 2.42574, 1.37590], [9.56546, 1.02266, 0.36980], [8.99369, 1.08697, 2.05732], [7.16523, 2.71441, 2.81825], [6.30983, 3.92398, 1.77952], [8.07820, 4.13623, 2.09636], [-1.04627, 3.11143, 2.94186], [-1.57770, 4.63877, 2.12788], [-0.36876, 4.97993, 1.34591], [-2.79834, 3.92698, 0.96276], [-0.36281, 3.39183, 3.76577], [-0.51479, 2.52697, 2.19589], [-1.93599, 2.54963, 3.27092], [-3.03237, 4.63470, 0.20401], [-3.62638, 3.46277, 1.51571], [-2.24295, 3.13236, 0.45326], [-4.85902, -5.18227, -0.52668], [-4.73465, -4.26413, 0.96073], [-4.01234, -3.00059, 0.61371], [-6.49542, -3.90024, 1.10577], [-5.12481, -4.55417, -1.37769], [-5.50531, -6.04779, -0.41925], [-3.81060, -5.52571, -0.62008], [-6.55855, -3.35319, 2.05785], [-6.98548, -4.90267, 1.06524], [-6.86770, -3.27152, 0.28839], [-4.09795, -5.11118, 5.09100], [-5.23332, -5.39152, 4.35371], [-6.42067, -4.99504, 4.98848], [-6.48717, -3.55688, 5.25628], [-6.47588, -2.77425, 4.05208], [-6.94045, -1.38070, 4.29357], [-6.32697, -0.57531, 3.18844], [-5.18357, 0.12421, 3.48060], [-4.03649, -0.74852, 3.65995], [-4.20211, -5.38168, 6.15833], [-3.86690, -4.03005, 5.02928], [-3.29775, -5.69589, 4.77987], [-6.43788, -5.44636, 6.00525], [-7.23338, -5.33865, 4.34782], [-5.74346, -3.20090, 5.96531], [-7.47241, -3.45065, 5.80196], [-6.54778, -0.91781, 5.20430], [-8.01682, -1.25802, 4.18436], [-7.07443, 0.15178, 2.83667], [-6.16087, -1.29001, 2.39153], [-4.09282, -1.26500, 4.61718], [-3.20633, -0.05831, 3.69680], [-3.75529, -1.45699, 2.84597], [0.78583, 0.24830, 4.51547], [-0.29831, -0.44726, 5.00620], [-0.02742, -0.65813, 6.36854], [-1.22966, -1.36325, 7.06475], [-2.38395, -0.51045, 7.00298], [-3.43946, -1.00474, 7.77477], [-4.55212, -0.03382, 7.81967], [-4.22489, 0.86804, 8.87045], [-5.06168, 2.02156, 8.97267], [1.01907, 1.04122, 5.18441], [0.61196, 0.55489, 3.49743], [1.72033, -0.32223, 4.47192], [0.11999, 0.36848, 6.81929], [0.91341, -1.17661, 6.60359], [-0.87391, -1.52955, 8.09019], [-1.43760, -2.31091, 6.50494], [-3.09528, -1.28389, 8.81598], [-3.67325, -1.96711, 7.24698], [-5.55845, -0.56947, 7.90254], [-4.68379, 0.51720, 6.84186], [-5.25792, 2.27826, 7.89179], [-4.55634, 2.77895, 9.54287], [-6.07105, 1.81777, 9.43284], [0.77886, -8.13777, 2.92014], [1.78449, -7.35415, 2.41210], [1.43588, -6.94598, 1.11888], [2.67185, -6.16680, 0.54817], [2.73184, -4.90489, 1.12808], [3.87259, -4.26411, 0.69406], [3.60550, -3.22785, -0.32678], [2.80783, -2.09120, 0.15144], [3.62923, -1.28813, 1.00092], [0.50966, -8.97584, 2.26149], [-0.07332, -7.52336, 3.12467], [1.14555, -8.57381, 3.81811], [0.58704, -6.34060, 1.17586], [1.18598, -7.77547, 0.45868], [2.55249, -6.08390, -0.60098], [3.59728, -6.70900, 0.69830], [4.66190, -4.93209, 0.31920], [4.30317, -3.83974, 1.62969], [2.93094, -3.70248, -1.01583], [4.48183, -2.86854, -0.89118], [3.58373, -1.68059, 2.01235], [3.13405, -0.32387, 1.05535], [4.65212, -1.12938, 0.59149], [6.64501, 3.56204, -5.10928], [5.43317, 3.40608, -4.40722], [4.27494, 3.21666, -5.20387], [3.53857, 4.45811, -5.66753], [2.88446, 5.02538, -4.51502], [1.81811, 5.92388, -4.85148], [1.20166, 6.41996, -3.57272], [0.84392, 5.38616, -2.70985], [0.07618, 5.89198, -1.58079], [7.37939, 3.88277, -4.38686], [6.65686, 4.34816, -5.88226], [6.93292, 2.59246, -5.51956], [3.55589, 2.59208, -4.61459], [4.53357, 2.67593, -6.11488], [2.81082, 4.26288, -6.46667], [4.28453, 5.18335, -5.97364], [1.07469, 5.42975, -5.44043], [2.13336, 6.77173, -5.52153], [0.32914, 7.05873, -3.82286], [1.90403, 7.09852, -3.01278], [0.72157, 6.61277, -1.15622], [-0.18913, 5.07325, -0.86888], [-0.83015, 6.35348, -1.98381], [4.14195, -0.27440, -2.94844], [3.73004, -1.39770, -3.65882], [2.37702, -1.64052, -3.39688], [1.75789, -2.76910, -4.14686], [2.39847, -3.96707, -3.66811], [2.48428, -5.01384, -4.62732], [3.48970, -6.02146, -4.07242], [3.74894, -7.02535, -4.97694], [4.10766, -8.16519, -4.29572], [5.15485, -0.04129, -3.21227], [4.11188, -0.43376, -1.84349], [3.56220, 0.68565, -3.09272], [1.78287, -0.66621, -3.64809], [2.21575, -1.81482, -2.27398], [1.87105, -2.68018, -5.21860], [0.73428, -2.79040, -3.99105], [2.87060, -4.60659, -5.60477], [1.52201, -5.46681, -4.74281], [3.12725, -6.49535, -3.17907], [4.41897, -5.55328, -3.79396], [3.28478, -8.48312, -3.69181], [5.02644, -7.94278, -3.69848], [4.43626, -8.98786, -4.94167], [0.96133, 1.89814, -5.41126], [-0.39365, 2.09188, -5.54756], [-1.01894, 1.19322, -6.36936], [-1.12086, -0.26829, -5.88912], [-2.40452, -0.62507, -5.35403], [-2.37549, -0.63763, -3.92575], [-3.68995, -1.10943, -3.37391], [-4.70240, -0.11505, -3.43827], [-5.39941, -0.15179, -4.65391], [1.36403, 2.53038, -4.60887], [1.57353, 2.07351, -6.39099], [1.17046, 0.86924, -5.12913], [-0.45251, 1.12826, -7.38434], [-2.03226, 1.60497, -6.45851], [-0.36714, -0.51608, -5.15799], [-1.05155, -0.93828, -6.75940], [-2.18683, 0.35736, -3.55176], [-1.58797, -1.29499, -3.57469], [-3.64169, -1.32666, -2.29622], [-4.01701, -1.99437, -3.90068], [-4.74829, -0.33510, -5.48349], [-5.91944, 0.77464, -4.71501], [-6.14950, -0.99543, -4.58605], [-2.74494, 0.33354, 0.31543], [-1.63295, 0.48080, 1.16748], [-0.31078, 0.14224, 0.65507], [-0.14444, 0.12625, -0.82971], [-0.63586, 1.33986, -1.41174], [0.18668, 2.49631, -1.24765], [1.59906, 2.34706, -1.73426], [2.44678, 1.62990, -0.80833], [3.57726, 2.44435, -0.46403], [-3.56923, 0.22007, 1.00827], [-2.68258, -0.61508, -0.22676], [-2.90445, 1.17262, -0.35504], [0.00428, -0.82381, 1.15458], [0.28564, 0.95776, 1.11492], [-0.77698, -0.68422, -1.24109], [0.94927, -0.02426, -0.96856], [0.12434, 2.86546, -0.18223], [-0.35534, 3.14567, -1.93314], [2.04195, 3.32210, -1.99146], [1.59505, 1.77308, -2.68722], [4.22465, 2.76998, -1.31032], [4.26567, 1.92554, 0.26891], [3.28358, 3.33744, 0.06233], [2.06001, 4.61903, 3.70119], [3.37290, 5.05031, 3.53631], [3.74239, 5.30397, 2.17613], [4.58890, 6.53456, 2.03551], [5.22592, 6.28960, 0.76840], [6.01918, 7.36191, 0.26345], [6.51485, 7.01170, -1.05429], [7.56862, 6.08835, -0.96061], [7.90538, 5.58073, -2.25597], [1.99110, 3.53521, 3.48677], [1.40293, 5.29227, 3.11559], [1.92342, 4.81630, 4.71882], [2.86253, 5.32716, 1.54562], [4.32840, 4.40186, 1.82507], [5.30921, 6.71950, 2.76591], [4.00848, 7.40852, 1.93109], [6.84231, 7.58687, 0.92213], [5.37721, 8.22525, 0.18327], [6.73048, 7.90605, -1.66166], [5.68541, 6.50070, -1.64460], [8.16298, 4.49298, -2.11522], [8.76825, 6.12814, -2.60279], [6.96650, 5.59461, -2.86765]], "mulliken_charge": [-0.613, 0.336, -0.580, -0.291, 0.396, 0.501, -0.207, 0.166, 0.364, -0.131, 0.050, 0.901, -0.708, -1.236, -0.629, 0.718, -0.400, 0.259, 0.393, 0.403, 2.706, 0.762, -0.772, -0.820, -1.130, -0.855, -0.772, -0.131, 0.506, 0.189, -0.410, 1.007, -0.783, 1.316, -0.664, 0.606, 0.256, -0.713, -0.105, -0.751, -1.127, 0.612, -0.589, -0.523, 0.380, 0.355, 0.334, 0.451, -0.359, 0.443, 0.207, 0.096, -0.434, -0.482, 0.374, -0.575, 0.332, 0.548, 0.430, -0.332, -0.962, 0.582, -0.538, -0.061, 0.257, 0.469, 0.136, -0.609, 0.486, 0.397, -0.547, -0.324, -0.980, -0.282, -0.129, -0.922, 0.035, -0.536, 0.304, 0.339, 0.011, 0.367, 0.415, 0.350, 0.223, 0.340, 0.174, 0.512, 0.400, -0.064, 0.016, 0.103, -0.096, -0.606, 0.347, -0.790, -0.568, -0.213, -0.425, -0.236, -0.366, -0.615, 0.498, -0.329, 0.510, 0.431, 0.410, 0.431, 0.122, 0.386, 0.132, 0.371, 0.104, 0.253, 0.262, 0.253, -0.677, -0.397, -0.855, 0.049, 0.067, -1.440, 0.502, 1.164, -0.997, 0.315, 0.192, 0.283, 0.286, 0.639, -0.444, 0.833, 0.423, 0.319, -0.792, 0.670, 0.258, -0.355, 0.546, -0.871, 0.004, 0.246, -0.726, -0.057, -0.703, -0.668, 0.108, -0.757, 0.138, 0.322, 0.373, -0.605, 0.444, 0.403, 0.430, 0.295, 0.391, 0.354, 0.314, 0.505, -0.131, 0.320, 0.891, -0.653, 2.801, -1.499, 0.017, -0.635, 0.204, -0.427, -0.742, 0.613, -0.448, -0.748, -1.218, -1.106, 0.911, 0.030, 0.376, 0.202, -0.123, 0.321, 0.322, 0.302, 0.274, 0.615, 0.034, -0.808, 0.906, -0.688, 2.040, -1.037, 0.577, -1.193, -0.786, 0.179, 0.131, 0.283, 0.238, -0.912, 0.395, -0.136, -0.298, -0.360, 0.461, 0.252, 0.356, 0.262, 1.860, 0.225, 1.843, -0.681, 0.687, 1.675, 0.166, 0.328, -0.844, -0.861, -0.008, -0.737, -1.524, -0.204, 0.276, -0.788, -1.093, -0.464, 0.628, -1.520, 0.180, 0.073, 0.280, -0.744, -0.527, 1.000, -1.094, 0.082, -0.994, 0.161, -0.300, -0.562, 0.288, 0.374, 0.346, 0.203, -0.626, 0.402, 0.465, 0.314, 0.414, 0.387, -0.153, 0.201, 0.256, 0.218]}

---

2.
{"formula": "C3HCoO2", "method": "wB97M-V/def2-TZVPD", "homo_lumo_gap_ev": [9.31, 7.10], "e_lumo_ev": [-12.5, -15.1], "relative_energy_kj_mol": 0.00, "spin_multiplicity": 5, "total_charge": 2, "homo_ev": [-21.84, -22.16], "max_force_ev_per_a": 2.5, "species": ["O", "O", "C", "Co", "C", "C", "H"], "xyz": [[-1.41840, -0.23869, 0.30822], [0.28804, -1.37051, -0.48390], [-0.22031, -0.27958, -0.08946], [-1.52153, -2.16813, -0.21796], [1.86417, 1.14777, 0.03137], [0.59721, 0.95262, -0.08203], [0.41082, 1.95652, 0.53376]], "nbo_charge": [-0.632, -0.650, 0.736, 1.694, 0.910, -0.509, 0.452]}

---

3.
{"formula": "C25H40BIrO4", "method": "wB97M-V/def2-TZVPD", "homo_lumo_gap_ev": [3.67, 6.93], "e_lumo_ev": [0.6, -1.6], "relative_energy_kj_mol": 27.91, "spin_multiplicity": 5, "total_charge": 0, "homo_ev": [-3.04, -8.52], "max_force_ev_per_a": 3.4, "species": ["O", "C", "C", "H", "H", "C", "H", "H", "C", "H", "H", "H", "C", "H", "H", "H", "Ir", "C", "C", "C", "H", "C", "C", "H", "H", "H", "H", "C", "C", "C", "H", "C", "C", "H", "H", "H", "H", "O", "C", "C", "H", "H", "C", "H", "H", "C", "H", "H", "H", "H", "C", "C", "C", "O", "B", "O", "C", "C", "C", "H", "H", "H", "H", "H", "H", "H", "H", "H", "H", "H", "H"], "xyz": [[1.93643, -1.86414, -5.92554], [3.36298, -2.16385, -6.06322], [3.25679, -2.47732, -7.54577], [3.61957, -3.02958, -5.44701], [4.00121, -1.30248, -5.83230], [1.74466, -2.26302, -7.30588], [3.55849, -3.49559, -7.79792], [3.73303, -1.72059, -8.17361], [0.94978, -3.55066, -7.38030], [1.44247, -4.33652, -6.79674], [0.87413, -3.88748, -8.42105], [-0.06103, -3.38885, -6.98922], [1.11174, -1.14296, -8.10127], [1.68641, -0.21717, -7.99556], [0.08825, -0.97930, -7.74805], [1.07197, -1.41037, -9.16238], [-0.33419, -0.13868, 0.11217], [-0.68198, 2.64270, -0.11505], [0.01757, 1.80026, 0.81513], [1.18578, 1.19678, 0.05628], [-0.01074, 1.88052, 1.89742], [1.06586, 1.71002, -1.28881], [-0.02071, 2.61165, -1.35842], [-0.25855, 3.25215, -2.20781], [-1.55238, 3.22956, 0.15454], [2.07166, 0.77329, 0.52882], [1.76427, 1.49189, -2.08935], [-2.09374, -1.31824, 0.73125], [-2.50382, -0.47244, -0.36200], [-1.75685, -0.85167, -1.53189], [-3.24625, 0.31643, -0.30843], [-0.87016, -1.92484, -1.16552], [-1.07157, -2.22088, 0.22511], [-0.56232, -2.98935, 0.79685], [-2.47421, -1.27807, 1.74811], [-1.82400, -0.37777, -2.51273], [-0.16119, -2.43756, -1.81941], [2.10792, -2.56632, -3.51468], [1.55551, -1.22211, -3.60697], [2.69223, -0.22782, -3.83242], [1.10164, -0.99126, -2.62151], [0.77706, -1.20676, -4.36776], [3.86096, -0.91814, -3.12505], [2.46249, 0.74163, -3.41104], [2.89020, -0.09185, -4.89470], [3.41686, -2.38610, -2.95046], [4.04349, -0.45452, -2.14592], [4.78234, -0.83536, -3.70851], [3.38326, -2.62858, -1.87801], [4.11044, -3.07760, -3.43717], [-0.34414, -0.39037, 5.42890], [0.61404, -0.48122, 4.25886], [1.85379, 0.34364, 4.59477], [-0.04039, 0.09069, 3.11437], [0.38419, -0.62901, 1.98672], [1.15454, -1.74662, 2.32675], [0.97311, -1.93479, 3.74418], [2.25040, -2.52797, 4.29787], [-0.16504, -2.92610, 3.97635], [-0.57097, 0.66507, 5.62123], [0.11505, -0.81077, 6.33509], [-1.28797, -0.90773, 5.22401], [1.56402, 1.39485, 4.71772], [2.30055, 0.00544, 5.54104], [2.61042, 0.28879, 3.80000], [2.16935, -2.66985, 5.38252], [2.43292, -3.50612, 3.84026], [3.11725, -1.89096, 4.09765], [-1.12624, -2.55408, 3.59382], [0.06349, -3.86554, 3.45598], [-0.26845, -3.15341, 5.04620]], "mulliken_charge": [-0.044, -0.443, -0.808, 0.082, 0.301, 1.261, 0.326, 0.318, -1.624, 0.360, 0.418, 0.339, -1.690, 0.372, 0.351, 0.415, 1.657, -1.064, -0.540, -0.559, 0.643, -0.390, -0.369, 0.432, 0.428, 0.565, 0.263, -0.319, -0.784, -0.447, 0.454, -0.693, -0.550, 0.662, 0.397, 0.418, 0.709, -0.458, 0.748, -0.334, -0.745, 0.470, -0.540, 0.248, 0.064, -0.651, 0.240, 0.299, 0.375, 0.303, -1.849, 1.585, -1.944, -0.843, 0.543, -0.901, 1.731, -1.883, -1.821, 0.448, 0.355, 0.357, 0.457, 0.399, 0.312, 0.341, 0.460, 0.349, 0.187, 0.466, 0.386]}